Here is a structure of composition C35H49BrN7O2S2Si4Tl from the OMol25 dataset. Energies are from ωB97M-V/def2-TZVPD.

```
101
Properties=species:S:1:pos:R:3:forces:R:3
Tl -0.353 0.219 1.068 0.4 -0.1 -0.2
O 2.451 -1.270 -1.264 0.5 -0.2 -0.1
C 2.420 -1.799 0.042 -0.5 -0.1 0.1
N 1.023 -2.040 0.417 0.0 -0.4 0.5
C 0.889 -3.141 1.082 0.2 0.0 -0.2
O 1.832 -3.985 1.315 -0.1 0.1 0.2
C -0.470 -3.567 1.566 0.0 0.2 -0.1
C -0.884 -4.880 1.346 0.1 -0.2 -0.1
C -2.152 -5.257 1.738 0.0 0.0 0.0
C -2.958 -4.325 2.381 0.0 0.0 0.0
C -2.449 -3.054 2.583 0.0 0.0 0.0
N -1.242 -2.671 2.173 0.0 0.1 0.0
C 3.046 -0.797 1.007 -0.1 0.1 -0.1
C 4.219 -0.133 0.634 0.0 0.0 0.0
C 4.809 0.740 1.526 0.0 -0.1 0.0
C 4.211 0.952 2.762 0.0 0.0 0.0
C 3.025 0.292 3.030 0.0 0.0 -0.1
N 2.454 -0.564 2.180 0.1 -0.1 0.1
H -0.204 -5.569 0.859 0.0 0.1 0.0
H -2.518 -6.258 1.538 0.0 0.0 0.0
H -3.955 -4.578 2.719 0.0 0.0 0.0
H -3.038 -2.293 3.091 0.0 0.0 0.0
H 4.623 -0.302 -0.355 0.0 0.0 0.0
H 5.714 1.271 1.254 0.0 0.0 0.0
H 4.632 1.641 3.484 0.0 0.0 0.0
H 2.485 0.478 3.953 0.0 0.0 0.0
C -6.377 1.370 2.143 0.1 0.0 0.0
C -5.520 0.436 1.327 -0.1 0.2 0.2
C -6.057 -0.490 0.446 0.0 -0.1 0.0
C -5.218 -1.300 -0.298 0.0 -0.1 -0.1
C -3.851 -1.144 -0.115 0.0 -0.1 -0.1
Br -2.632 -2.172 -1.144 0.0 0.0 0.0
N -3.316 -0.294 0.726 -0.2 -0.1 -0.1
C -4.134 0.478 1.428 0.2 0.2 0.2
H -7.436 1.214 1.936 0.0 0.0 0.0
H -6.133 2.411 1.921 0.0 0.0 0.0
H -6.209 1.221 3.213 0.0 0.0 0.0
H -7.133 -0.579 0.336 0.0 0.0 0.0
H -5.600 -2.024 -1.004 0.0 0.0 0.0
H -3.641 1.178 2.103 -0.1 0.0 0.0
C 1.409 3.186 -2.928 -0.2 0.0 0.0
Si 2.572 2.025 -1.955 0.1 0.3 -0.3
C 4.218 2.146 -2.923 0.1 -0.2 0.0
C 2.907 2.949 -0.334 0.0 -0.1 0.2
Si 1.380 0.018 -1.700 -0.3 0.1 0.4
Si 1.027 -0.710 -3.891 -0.1 0.2 -0.5
C 0.409 -2.507 -3.964 0.0 -0.1 0.3
C 2.470 -0.689 -5.142 0.2 0.0 0.1
C -0.297 0.324 -4.806 -0.1 0.1 0.1
Si 3.462 -3.480 0.129 0.2 0.1 -0.2
C 4.926 -2.993 -1.061 0.1 0.1 0.0
C 2.916 -5.039 -0.828 -0.1 0.0 0.0
C 4.530 -3.738 1.679 -0.1 -0.1 0.2
H 1.934 4.107 -3.216 0.0 -0.1 0.1
H 0.542 3.472 -2.318 0.1 -0.1 -0.1
H 1.028 2.714 -3.840 0.1 0.1 0.1
H 4.581 3.181 -2.991 -0.1 -0.1 0.0
H 4.084 1.763 -3.941 0.0 0.0 0.1
H 5.003 1.543 -2.449 -0.1 0.1 0.0
H 2.771 4.029 -0.459 0.0 0.0 0.0
H 3.925 2.771 0.026 -0.1 0.1 -0.1
H 2.225 2.623 0.460 0.0 0.1 -0.1
H 1.253 -3.203 -3.932 -0.1 0.1 0.0
H -0.173 -2.704 -4.871 0.1 0.0 0.0
H -0.224 -2.732 -3.098 0.0 0.0 -0.1
H 3.318 -1.281 -4.778 -0.1 0.1 0.0
H 2.823 0.340 -5.279 0.0 -0.1 0.0
H 2.175 -1.082 -6.126 0.0 0.0 0.1
H -1.121 0.617 -4.144 0.1 0.0 -0.1
H -0.722 -0.231 -5.653 0.1 0.0 0.1
H 0.145 1.245 -5.202 -0.1 -0.1 0.0
H 4.565 -2.531 -1.987 0.0 -0.1 0.1
H 5.487 -3.900 -1.328 0.0 0.1 0.0
H 5.643 -2.303 -0.599 -0.1 0.0 0.0
H 3.594 -5.284 -1.650 -0.1 0.0 0.0
H 1.910 -4.901 -1.241 0.1 0.0 0.0
H 2.870 -5.890 -0.139 0.0 0.1 0.0
H 5.110 -2.831 1.888 0.0 -0.1 -0.1
H 5.245 -4.554 1.506 0.0 0.1 0.0
H 3.935 -3.980 2.564 0.1 0.0 -0.1
C -4.118 5.506 2.392 0.1 -0.1 0.0
C -3.281 4.540 3.193 0.1 0.0 -0.1
C -3.807 3.900 4.315 0.0 0.0 0.0
C -2.955 2.997 4.935 0.2 0.0 -0.1
N -1.727 2.732 4.525 0.0 0.2 0.0
C -1.258 3.413 3.429 -0.4 -0.2 -0.2
S 0.299 3.076 2.826 0.0 0.2 0.2
N -2.052 4.319 2.759 0.0 -0.1 0.1
H -4.741 6.125 3.040 0.0 0.0 0.0
H -4.776 4.953 1.716 0.0 0.0 0.0
H -3.466 6.136 1.790 0.0 0.0 0.0
H -4.809 4.095 4.675 0.0 0.0 0.0
H -3.287 2.451 5.817 0.0 0.0 0.0
S -3.335 3.367 -2.376 0.0 -0.1 0.0
C -2.441 4.102 -1.108 -0.1 0.0 -0.1
C -1.671 3.172 -0.491 0.1 -0.1 0.1
N -1.780 1.893 -0.998 -0.1 0.2 0.2
C -2.614 1.845 -1.976 -0.1 0.2 -0.2
H -2.532 5.158 -0.897 0.1 -0.1 0.1
H -1.012 3.362 0.357 -0.1 0.0 -0.1
H -2.844 0.951 -2.547 0.0 0.1 0.1
```
Forces are in eV/Å.

Summary:
LUMO level (eV): 3.61
Total energy (Eh): -6597.9031
Kohn-Sham gap (eV): 4.196
Relative energy (zero: lowest compared OMol25 entry of this formula, charge and spin) (eV): 0.000
Total charge: -2